Record 1
Density functional theory data (ωB97M-V with the def2-TZVPD basis set) for 8 unconnected molecules or ions with the total composition C36H60N8.

The geometry in XYZ format:
```
104
Properties=species:S:1:pos:R:3:forces:R:3:lowdin_charge:R:1
C -13.427 -1.903 23.176 0.835 -0.101 0.249 -0.1121
H -17.532 -2.070 23.116 0.071 0.146 -0.093 0.1003
H -13.731 1.767 21.592 0.054 0.097 -0.110 0.0989
C -12.817 9.728 18.781 1.127 0.273 0.713 -0.2867
H -16.641 1.137 19.708 -0.057 0.144 0.228 0.0665
N -14.334 9.979 24.671 0.545 0.007 -0.154 0.0028
H -15.364 -1.324 26.771 -0.239 -0.131 0.152 0.0910
C -16.506 -2.221 25.041 1.040 -1.044 0.843 -0.1450
H -14.693 7.065 26.141 0.275 0.347 0.631 0.0941
H -12.398 9.498 19.769 0.299 -0.569 -0.225 0.1095
H -12.402 -3.527 24.011 0.008 -0.156 -0.149 0.1429
C -14.554 9.297 25.828 -0.423 -1.197 0.925 -0.1340
H -14.010 -1.711 24.062 -0.106 0.418 -0.175 0.0911
H -20.603 -1.208 20.671 0.208 -0.034 0.178 0.0591
H -16.633 8.108 18.789 -0.085 0.192 0.051 0.0603
C -19.051 3.134 22.307 -0.538 1.148 0.938 -0.0935
H -13.795 -0.452 21.568 -0.235 -0.082 0.231 0.0588
H -13.083 10.773 19.022 -0.914 -0.007 -0.687 0.1187
C -13.308 -1.342 21.936 -0.623 1.049 -0.718 -0.1222
H -13.471 4.123 24.312 0.019 0.010 0.008 0.0970
C -12.054 4.480 27.128 0.807 0.128 -0.217 -0.1234
H -16.759 8.534 20.507 -0.006 -0.039 0.021 0.0794
H -13.784 9.397 16.545 0.036 0.009 0.074 0.0973
H -11.925 10.311 16.828 -0.388 -0.138 0.019 0.0650
C -15.985 -1.227 25.896 -0.023 1.277 -0.684 -0.1132
H -15.166 2.071 23.774 -0.123 0.096 0.030 0.0655
C -12.001 -3.138 21.964 0.700 0.495 0.139 -0.1439
C -13.438 4.840 18.253 -0.352 0.307 -0.343 -0.1509
C -12.494 3.137 27.168 -0.608 -0.214 -0.379 -0.1127
C -15.438 4.198 23.029 0.104 -0.304 -0.542 -0.1308
H -19.726 2.283 20.596 0.284 -0.472 -0.593 0.1171
H -21.805 -0.815 21.850 -0.225 0.264 -0.121 0.0717
H -12.979 2.740 18.081 0.175 -0.194 0.304 0.1023
N -13.897 8.765 18.555 -0.233 1.313 0.040 -0.1863
C -12.410 -2.093 21.148 0.488 -1.428 0.928 -0.1010
H -11.038 3.401 19.918 0.128 0.164 -0.010 0.1046
C -14.246 2.662 21.904 0.391 -0.579 0.255 -0.1264
C -14.422 7.940 25.571 -0.898 0.534 -0.619 -0.1053
H -12.026 5.906 25.406 -0.350 0.139 0.038 0.1005
H -11.321 8.791 17.483 0.072 -0.006 0.113 0.0779
C -20.982 -0.381 21.280 0.324 -0.884 -0.207 -0.0930
H -19.636 -0.651 22.939 -0.223 0.188 0.404 0.1026
H -17.310 0.355 23.396 0.010 0.451 0.166 0.1114
N -13.118 4.054 25.254 0.811 0.019 -0.648 0.0165
C -11.721 4.087 19.439 0.209 -1.300 0.725 -0.1352
C -16.094 8.155 19.733 0.763 -0.158 -0.032 -0.0656
H -14.844 9.700 26.783 0.043 0.571 -0.244 0.1036
H -11.265 6.051 20.347 -0.118 0.060 0.048 0.1119
C -11.877 5.405 19.741 0.025 0.553 -1.258 -0.1217
H -16.080 0.990 25.604 0.036 -0.019 -0.028 0.0948
H -19.874 2.948 23.004 0.176 -0.576 0.025 0.0659
C -19.955 0.169 22.297 -0.595 0.147 -1.775 -0.2203
H -16.303 -0.566 19.652 -0.100 -0.091 0.031 0.0797
C -14.516 8.964 17.224 0.049 -0.421 0.067 -0.2287
H -14.472 10.945 24.440 0.100 0.137 0.634 0.1457
C -12.763 3.679 18.563 0.050 1.133 -0.882 -0.1195
H -20.551 0.941 22.778 0.644 0.000 0.778 0.1028
C -14.171 7.823 24.193 1.109 0.127 -0.694 -0.1192
H -19.427 4.050 21.837 0.468 0.126 -0.139 0.0775
N -12.906 5.887 18.941 0.869 -0.440 0.892 0.0453
C -16.688 0.225 20.299 0.192 -0.530 0.503 -0.0766
H -11.309 -3.952 21.822 0.046 0.103 -0.203 0.1010
H -10.894 10.384 18.181 0.165 -0.292 0.099 0.0765
H -15.177 10.090 19.616 0.028 0.085 -0.267 0.1149
H -21.341 0.335 20.540 -0.119 0.309 0.350 0.0693
C -18.838 2.110 21.231 -1.179 0.537 0.151 -0.2587
H -18.172 -1.176 21.113 0.519 0.104 0.504 0.1042
H -15.570 7.070 17.371 -0.033 0.166 0.082 0.0510
H -12.028 -1.952 20.152 -0.319 0.213 -0.097 0.0867
H -12.384 2.448 27.989 -0.009 -0.024 -0.026 0.0841
C -13.142 2.891 25.969 -0.212 0.583 0.512 -0.1295
C -18.088 -0.146 20.757 -1.222 -0.279 -1.206 -0.2709
C -16.267 -0.019 25.273 0.231 0.209 0.304 -0.1462
H -14.285 5.020 17.612 0.039 -0.176 -0.077 0.1002
H -16.040 4.692 23.774 0.000 0.098 -0.063 0.0999
H -15.789 7.139 19.989 -0.188 -0.065 0.000 0.0517
H -15.351 9.673 17.262 -0.030 0.032 0.177 0.1222
C -14.942 4.743 21.861 0.462 0.740 0.239 -0.1335
N -14.176 3.820 21.200 -0.733 -0.033 0.509 0.0472
C -14.845 9.042 19.656 -0.633 -0.087 -0.053 -0.2527
H -14.036 6.897 23.654 0.053 0.053 -0.042 0.0715
H -17.945 2.437 20.704 0.008 -0.467 -0.208 0.1073
H -13.786 9.470 22.702 0.004 -0.160 -0.026 0.0858
H -16.290 -3.271 25.166 -0.474 -0.078 -0.067 0.0954
C -14.005 9.094 23.688 -0.798 -0.421 -0.413 -0.1429
C -11.696 9.779 17.753 0.207 0.171 -0.017 -0.0913
H -14.948 5.772 21.538 -0.164 -0.061 -0.108 0.0859
N -16.892 -0.264 24.081 -0.275 -0.709 0.242 0.0464
C -14.991 2.847 23.046 -0.026 -0.080 -0.454 -0.1286
H -15.619 7.752 15.777 0.125 0.194 -0.061 0.0793
H -13.692 2.058 25.567 0.126 -0.178 0.208 0.0849
H -18.167 3.389 22.893 0.057 -0.166 -0.075 0.0544
H -13.067 6.882 18.781 -0.585 -0.024 0.051 0.1059
H -11.473 4.964 27.897 0.001 0.073 -0.063 0.0855
H -18.706 -0.244 19.845 0.006 0.296 -0.149 0.1108
C -12.355 5.000 25.886 -0.430 -0.518 0.714 -0.1378
N -12.526 -2.935 23.209 -0.822 -0.473 -0.246 0.0013
H -14.284 8.984 20.590 -0.008 -0.303 0.013 0.0849
H -13.613 3.952 20.351 -0.651 -0.076 0.690 0.0675
C -17.047 -1.615 23.964 -0.468 -0.083 -0.863 -0.1635
C -14.977 7.640 16.653 -0.563 -0.721 -0.134 -0.0924
N -18.754 0.747 21.698 1.404 -0.106 0.568 -0.2038
H -16.018 0.268 21.159 0.095 0.312 -0.083 0.0473
H -14.172 6.957 16.379 0.285 0.344 -0.065 0.0654
```
Forces are in eV/Å.

Charge = 0
SMILES = c1cc[nH]c1.c1cc[nH]c1.c1cc[nH]c1.c1cc[nH]c1.c1cc[nH]c1.c1cc[nH]c1.CCN(CC)CC.CCN(CC)CC
Largest force on an atom = 1.88 eV/A
E = -50223.3463 eV
Kohn-Sham gap = 0.300 Ha

Record 2
Density functional theory data (ωB97M-V with the def2-TZVPD basis set) for a molecular structure, C17H27ClN4O4PdS2.

The geometry in XYZ format:
```
56
Properties=species:S:1:pos:R:3:forces:R:3:lowdin_charge:R:1
H 3.573 1.538 -0.497 0.002 -0.004 -0.005 0.1154
H -6.153 -4.888 0.359 -0.002 0.000 0.003 0.1353
Pd -0.204 0.238 0.160 0.452 -0.242 -0.420 1.0071
C 2.359 -0.642 -0.976 0.004 -0.008 -0.005 -0.0815
C -2.970 -3.873 -0.197 0.015 0.001 -0.020 0.0757
H -4.483 -1.539 -1.928 0.005 0.017 -0.012 0.1102
H -0.690 1.837 2.976 0.008 0.017 0.014 0.0532
H -0.634 0.524 4.161 0.015 0.008 0.003 0.1181
C -4.092 -4.672 -0.141 -0.004 -0.022 0.024 -0.1071
H 1.861 0.199 3.438 0.001 -0.024 -0.007 0.1520
H 2.055 2.056 -1.260 0.003 0.000 -0.004 0.0947
H 3.429 -0.799 -0.826 -0.002 -0.018 0.015 0.1166
C 1.500 0.491 2.448 -0.020 0.088 0.048 -0.1594
C -5.408 -2.896 0.756 0.008 0.018 0.008 -0.0237
H -4.377 -1.037 1.037 0.003 0.000 -0.010 0.1232
S -0.391 0.393 -2.195 -0.045 0.010 0.215 0.7561
C -1.872 -0.402 -2.632 0.007 -0.046 -0.106 -1.0003
C 2.503 1.679 -0.342 -0.089 -0.013 -0.046 -0.0629
H -3.820 -1.227 -4.894 0.020 0.025 0.004 0.0959
H -6.349 -2.526 1.139 0.001 0.001 -0.004 0.1238
H 2.377 -1.155 1.376 -0.002 0.009 0.015 0.1247
H -1.049 -1.724 2.602 0.007 0.001 -0.008 0.1003
H 1.483 1.579 2.408 0.000 -0.005 0.043 0.0909
N -3.981 -6.076 -0.610 -0.048 -0.022 -0.136 -0.3465
H -1.828 1.975 0.854 0.019 0.020 0.028 0.0341
C -3.625 -1.695 -3.931 -0.010 -0.016 0.023 -0.3400
C -3.085 -2.552 0.222 0.064 -0.061 -0.007 -0.1462
C -4.183 -0.893 -2.754 0.015 -0.021 -0.072 -0.1509
C 2.378 -0.066 1.364 0.062 -0.006 -0.048 -0.1463
H 0.349 -1.533 3.670 0.001 0.004 0.000 0.1189
H -2.033 -4.270 -0.561 0.004 -0.005 0.002 0.1381
H 3.413 0.258 1.489 -0.003 0.001 0.000 0.1513
C -0.828 0.770 3.116 -0.047 -0.048 -0.018 -0.0522
C -1.881 -1.698 0.138 -0.318 -0.006 0.037 -0.5932
N -3.080 -0.031 -2.304 -0.054 0.031 -0.034 0.0030
H -3.242 0.753 -1.689 0.030 -0.022 0.043 0.1594
S -1.819 -1.753 -3.673 0.044 0.017 -0.001 1.0615
Cl 0.042 3.395 1.056 -0.072 -0.048 -0.041 0.7406
H -1.850 0.484 2.872 0.009 -0.007 0.003 0.0987
H 2.349 2.398 0.455 0.022 -0.002 0.004 0.0484
H -4.005 -2.713 -3.943 -0.015 0.007 -0.022 0.0960
H 2.194 -0.284 -1.987 0.004 0.006 0.013 0.0610
O -0.757 -2.135 -0.124 0.167 0.403 0.028 0.0063
N 1.891 0.374 0.014 0.145 0.120 0.069 -0.3464
O -2.895 -6.432 -1.016 -0.002 0.025 0.046 0.1019
C -0.005 -1.424 2.643 -0.005 -0.021 0.005 -0.0315
H -1.102 2.482 -0.747 -0.020 0.000 -0.011 -0.0058
C -0.933 2.211 0.285 0.160 -0.251 0.022 -0.5790
H -5.026 -0.274 -3.052 -0.014 -0.014 0.002 0.1414
O -4.985 -6.747 -0.575 0.040 0.033 0.058 0.1188
C -5.309 -4.215 0.329 -0.012 -0.015 -0.011 0.0421
C -4.302 -2.063 0.699 -0.003 -0.005 0.050 -0.0173
H 1.826 -1.580 -0.827 -0.016 0.004 -0.009 0.0913
O -2.051 -0.411 0.345 -0.570 -0.004 0.213 -0.1879
N 0.106 0.008 2.253 0.042 0.088 0.019 -0.3175
H 0.569 -2.066 1.983 -0.004 0.000 0.000 0.0895
```
Forces are in eV/Å.

Charge = +2
Largest force on an atom = 0.66 eV/A
E = -69872.5642 eV
Kohn-Sham gap = 0.273 Ha

Record 3
Density functional theory data (ωB97M-V with the def2-TZVPD basis set) for C3H6N2OS in the gas phase.

The geometry in XYZ format:
```
13
Properties=species:S:1:pos:R:3:forces:R:3:lowdin_charge:R:1
H -0.310 -1.469 -1.023 0.639 0.264 0.732 0.0899
C 0.299 1.802 -1.178 -0.559 -3.964 0.179 -0.1928
S 0.466 0.552 -0.089 1.182 2.871 1.228 0.8293
N -1.198 0.091 1.029 1.272 0.876 -0.617 -0.0638
C 0.702 -1.056 -0.775 -1.616 -1.345 0.437 -0.1740
C -1.231 -1.062 1.685 0.028 -1.839 -0.654 -0.4571
H -0.476 1.596 -1.884 -0.323 0.266 -0.659 0.0162
H 1.220 -1.697 -0.020 -0.512 0.677 -0.554 0.0974
O 1.483 0.980 0.900 -1.336 -1.512 -0.579 -0.3926
N -1.303 -2.177 2.006 0.147 0.618 0.252 0.1194
H 0.346 2.692 -0.651 0.105 1.775 0.769 -0.0025
H 1.173 -1.071 -1.729 0.967 0.601 -0.470 0.0563
H -1.171 0.819 1.729 0.005 0.713 -0.065 0.0744
```
Forces are in eV/Å.

Charge = 0
SMILES = C=[S@@](C)(=O)NC#N
Largest force on an atom = 4.01 eV/A
E = -19066.8129 eV
Kohn-Sham gap (spin up / spin down) = 0.328 / 0.328 Ha